# 1
{
  "formula": "C16H10BrClNRhS",
  "method": "ωB97M-V with the def2-TZVPD basis set",
  "max_force_ev_per_a": 2.39,
  "gap_ev": [4.160, 6.371],
  "total_charge": 1,
  "s_squared": 8.79,
  "spin_multiplicity": 6,
  "elements": ["Rh", "Br", "C", "C", "C", "C", "C", "C", "C", "C", "C", "C", "H", "H", "H", "H", "H", "H", "Cl", "C", "C", "C", "C", "N", "C", "H", "H", "H", "H", "S", "C"],
  "coordinates": [[-1.515, -1.497, -0.797], [-2.535, -0.757, 1.421], [-1.749, 1.013, 1.276], [-1.731, 1.859, 2.400], [-1.116, 3.085, 2.303], [-0.533, 3.490, 1.093], [-0.560, 2.664, -0.042], [0.003, 3.067, -1.264], [-0.052, 2.249, -2.401], [-0.653, 1.013, -2.331], [-1.159, 0.536, -1.098], [-1.165, 1.368, 0.046], [-2.210, 1.549, 3.314], [-1.083, 3.743, 3.156], [-0.044, 4.449, 1.023], [0.460, 4.043, -1.318], [0.368, 2.607, -3.330], [-0.714, 0.383, -3.212], [3.459, -0.701, 2.124], [2.518, -1.735, 1.132], [3.023, -2.948, 0.665], [2.210, -3.729, -0.144], [0.937, -3.290, -0.455], [0.456, -2.129, 0.010], [1.225, -1.364, 0.787], [4.019, -3.266, 0.930], [2.561, -4.676, -0.525], [0.277, -3.881, -1.083], [0.814, -0.432, 1.150], [-3.144, -3.865, -2.856], [-2.367, -2.849, -1.976]]
}


# 2
{
  "formula": "C16H10BrF5SZn",
  "method": "ωB97M-V with the def2-TZVPD basis set",
  "max_force_ev_per_a": 2.68,
  "gap_ev": 4.538,
  "total_charge": -2,
  "e_above_lowest_kj_mol": 0.0,
  "elements": ["C", "C", "C", "H", "C", "C", "H", "H", "H", "H", "Zn", "Br", "C", "C", "C", "H", "C", "C", "H", "H", "H", "H", "F", "C", "C", "F", "C", "F", "C", "S", "C", "F", "C", "F"],
  "coordinates": [[-2.060, -0.755, -0.853], [-2.023, -1.263, 0.513], [-2.165, -0.174, 1.376], [-2.061, -2.312, 0.768], [-2.256, 1.033, 0.614], [-2.237, 0.680, -0.754], [-2.406, 1.353, -1.602], [-2.210, -1.362, -1.750], [-2.278, -0.214, 2.459], [-2.400, 2.033, 1.024], [0.109, -0.525, -0.690], [1.547, -0.656, -2.353], [2.451, 0.711, -4.635], [1.344, 1.479, -5.066], [0.354, 0.601, -5.586], [1.335, 2.571, -5.153], [0.828, -0.725, -5.482], [2.136, -0.692, -4.892], [2.829, -1.522, -4.810], [3.414, 1.080, -4.307], [-0.538, 0.915, -6.140], [0.371, -1.612, -5.918], [0.324, 1.183, 6.943], [0.391, 0.578, 5.719], [0.703, 1.322, 4.587], [0.876, 2.659, 4.701], [0.806, 0.708, 3.337], [0.956, 1.480, 2.226], [0.661, -0.690, 3.177], [0.986, -1.473, 1.715], [0.283, -1.406, 4.342], [-0.038, -2.714, 4.227], [0.159, -0.782, 5.589], [-0.193, -1.508, 6.673]]
}


Copy entry 1 word for word.
{
  "formula": "C16H10BrClNRhS",
  "method": "ωB97M-V with the def2-TZVPD basis set",
  "max_force_ev_per_a": 2.39,
  "gap_ev": [4.160, 6.371],
  "total_charge": 1,
  "s_squared": 8.79,
  "spin_multiplicity": 6,
  "elements": ["Rh", "Br", "C", "C", "C", "C", "C", "C", "C", "C", "C", "C", "H", "H", "H", "H", "H", "H", "Cl", "C", "C", "C", "C", "N", "C", "H", "H", "H", "H", "S", "C"],
  "coordinates": [[-1.515, -1.497, -0.797], [-2.535, -0.757, 1.421], [-1.749, 1.013, 1.276], [-1.731, 1.859, 2.400], [-1.116, 3.085, 2.303], [-0.533, 3.490, 1.093], [-0.560, 2.664, -0.042], [0.003, 3.067, -1.264], [-0.052, 2.249, -2.401], [-0.653, 1.013, -2.331], [-1.159, 0.536, -1.098], [-1.165, 1.368, 0.046], [-2.210, 1.549, 3.314], [-1.083, 3.743, 3.156], [-0.044, 4.449, 1.023], [0.460, 4.043, -1.318], [0.368, 2.607, -3.330], [-0.714, 0.383, -3.212], [3.459, -0.701, 2.124], [2.518, -1.735, 1.132], [3.023, -2.948, 0.665], [2.210, -3.729, -0.144], [0.937, -3.290, -0.455], [0.456, -2.129, 0.010], [1.225, -1.364, 0.787], [4.019, -3.266, 0.930], [2.561, -4.676, -0.525], [0.277, -3.881, -1.083], [0.814, -0.432, 1.150], [-3.144, -3.865, -2.856], [-2.367, -2.849, -1.976]]
}